[1]
Formula: C4H6O4
Source: the Open Molecules 2025 dataset
Level of theory: ωB97M-V/def2-TZVPD

XYZ file:
```
14
Properties=species:S:1:pos:R:3:forces:R:3:mulliken_charge:R:1
O 2.0520 0.6462 -1.0627 0.6 0.0 0.1 -0.514
C 1.2062 0.2237 -0.3391 0.1 0.2 -1.0 -0.126
C 1.0025 -1.0118 0.5472 -1.1 1.2 -2.6 -0.491
C -0.5113 -0.6476 0.5469 0.6 1.7 2.2 -0.407
O -1.4587 -1.3888 -0.0793 0.0 -0.3 -2.6 -0.583
C -0.2235 0.7551 -0.1629 -1.4 -1.5 1.0 1.164
O -0.8825 0.8358 -1.4054 -0.7 0.0 0.2 -0.661
O -0.4059 1.8538 0.7027 3.0 0.7 -1.5 -0.567
H 1.2474 -1.9460 0.1116 0.5 -0.9 -0.3 0.320
H 1.5493 -0.7656 1.4017 0.5 -0.2 1.9 0.317
H -0.8083 -0.5404 1.5720 -0.4 0.4 0.6 0.404
H -1.3667 -1.0449 -1.0162 -0.5 -1.3 1.0 0.409
H -1.8581 0.6479 -1.3243 1.3 0.7 0.3 0.338
H 0.4576 2.3827 0.5076 -2.4 -0.7 0.8 0.398
```
Forces are in eV/Å.

Kohn-Sham gap ... 10.4 eV
E ... -456.91382 hartree
SMILES ... O=C1C[C@H](O)C1(O)O
Maximum force ... 3.403 eV Å⁻¹
Lowest unoccupied orbital energy ... 0.49 eV



[2]
Formula: C2H3O3
Source: the Open Molecules 2025 dataset
Level of theory: ωB97M-V/def2-TZVPD

XYZ file:
```
8
Properties=species:S:1:pos:R:3:forces:R:3:mulliken_charge:R:1
C -0.8438 0.3900 0.6776 4.2 0.8 0.3 -0.591
O 0.4820 0.5870 -0.1773 -3.5 2.1 3.0 -0.381
C 1.0949 -0.4415 -0.8635 -0.5 -0.7 -0.5 0.732
O 2.2009 -0.0627 -1.2561 0.5 -0.5 -0.3 -0.719
O 0.4466 -1.4963 -1.0226 0.2 -0.1 0.2 -0.752
H -0.6846 0.8286 1.7545 0.1 -1.0 -2.1 0.156
H -0.9931 -0.6421 0.6138 -0.2 -1.7 0.5 0.313
H -1.7029 0.8370 0.2736 -0.8 1.1 -1.1 0.242
```
Forces are in eV/Å.

Kohn-Sham gap ... 8.0 eV
E ... -303.76416 hartree
SMILES ... COC(=O)[O-]
Net charge ... -1
Maximum force ... 5.131 eV Å⁻¹
Lowest unoccupied orbital energy ... 4.23 eV



[3]
Formula: C24H29F3NO
Source: the Open Molecules 2025 dataset
Level of theory: ωB97M-V/def2-TZVPD

XYZ file:
```
58
Properties=species:S:1:pos:R:3:forces:R:3:mulliken_charge:R:1
C -0.9950 -2.9901 3.0595 -0.8 0.8 -0.5 -0.652
O 0.1776 -2.9953 2.2265 0.1 -0.4 2.0 -0.212
C 1.3903 -3.1284 3.0254 1.2 1.2 -0.9 -0.666
C 2.5027 -2.2832 2.2137 -1.5 -1.2 0.1 -0.450
C 2.5912 -2.9266 0.7453 1.0 0.8 -0.2 -0.593
C 1.9979 -1.8939 -0.3116 0.3 -0.3 -0.9 0.518
N 2.6432 -1.9805 -1.6488 -1.5 2.2 -1.2 -0.821
C 1.9141 -1.1944 -2.5880 3.3 -2.7 4.1 0.706
F 0.8638 -2.0145 -3.1283 0.3 1.9 -0.8 -0.308
F 1.2654 -0.0504 -2.0139 0.1 -0.9 -1.6 -0.306
F 2.7700 -0.6934 -3.6039 -2.3 -0.8 0.8 -0.320
H -0.7813 -3.2759 4.1383 -0.3 0.1 -1.4 0.317
H -1.7964 -3.6449 2.5843 1.1 0.5 0.7 0.211
H -1.4239 -1.9272 3.0402 0.5 -1.3 0.3 0.157
H 1.6578 -4.2311 3.1011 -0.2 1.3 0.1 0.260
H 1.3003 -2.6192 4.0349 -0.3 -0.9 -0.9 0.458
H 2.0765 -1.2234 2.1834 0.7 -1.4 -0.1 0.161
H 3.4916 -2.2518 2.7600 -1.1 -0.2 -0.5 0.378
H 2.0923 -3.9481 0.6761 0.4 1.4 0.2 0.284
H 3.6945 -3.1181 0.5113 -1.4 0.4 0.1 0.309
H 0.8778 -2.0933 -0.4336 1.1 0.5 0.7 0.146
H 2.2065 -0.8479 0.0920 -0.7 -1.1 0.0 -0.546
C -0.8095 -1.8855 -6.4779 -0.1 0.1 -0.1 -0.560
C -1.4862 -1.7251 -7.6830 0.0 0.1 0.1 -0.305
C -1.7697 -0.4489 -8.1581 0.0 0.0 0.0 -0.426
C -1.3674 0.6676 -7.4322 0.0 -0.1 0.0 -0.328
C -0.6875 0.5067 -6.2290 -0.1 -0.1 -0.1 -0.497
C -0.4119 -0.7696 -5.7491 0.1 0.1 0.1 -0.131
H -0.5915 -2.8804 -6.1059 0.0 0.1 0.0 0.380
H -1.7938 -2.5961 -8.2523 0.0 0.1 0.0 0.343
H -2.3031 -0.3241 -9.0944 0.0 0.0 0.0 0.335
H -1.5840 1.6633 -7.8047 0.0 0.0 0.0 0.347
H -0.3724 1.3771 -5.6638 0.0 -0.1 0.0 0.391
H 0.1131 -0.8952 -4.8089 -0.1 0.0 -0.1 0.405
C 2.1031 4.4672 1.5319 0.0 0.0 0.0 -0.391
C 0.9705 4.7407 0.7725 0.0 0.0 0.0 -0.350
C 0.5484 3.8373 -0.1980 0.1 0.0 0.1 -0.576
C 1.2539 2.6554 -0.4026 -0.1 0.1 0.0 -0.235
C 2.3841 2.3804 0.3593 0.1 0.0 0.0 -0.265
C 2.8116 3.2877 1.3235 -0.1 0.0 -0.1 -0.539
H 2.4342 5.1730 2.2864 0.0 0.0 0.0 0.357
H 0.4164 5.6592 0.9366 0.0 0.0 0.0 0.368
H -0.3311 4.0536 -0.7947 0.0 0.0 0.0 0.370
H 0.9233 1.9491 -1.1546 0.1 0.0 0.1 0.512
H 2.9323 1.4580 0.2001 -0.1 0.0 -0.1 0.403
H 3.6963 3.0751 1.9136 0.0 0.0 0.0 0.368
C -3.3012 1.5393 6.0327 0.0 0.0 -0.1 -0.308
C -3.9061 0.4471 5.4201 0.0 0.0 0.0 -0.405
C -3.7422 0.2357 4.0553 0.0 0.1 0.0 -0.318
C -2.9647 1.1116 3.3044 0.0 0.0 0.1 -0.481
C -2.3566 2.2015 3.9176 0.0 0.0 0.0 -0.348
C -2.5281 2.4181 5.2807 -0.1 -0.1 0.0 -0.427
H -3.4317 1.7059 7.0964 0.0 0.0 -0.1 0.345
H -4.5066 -0.2398 6.0068 0.0 0.0 0.0 0.348
H -4.2192 -0.6121 3.5764 0.0 0.0 0.0 0.390
H -2.8327 0.9440 2.2413 0.0 0.0 0.1 0.397
H -1.7490 2.8830 3.3322 0.0 -0.1 0.0 0.451
H -2.0582 3.2710 5.7576 0.0 -0.1 0.0 0.349
```
Forces are in eV/Å.

Kohn-Sham gap ... 5.4 eV
E ... -1361.46420 hartree
Net charge ... -1
Maximum force ... 5.865 eV Å⁻¹
Lowest unoccupied orbital energy ... 2.54 eV



[4]
Formula: C25H39As3N3O2SZn
Source: the Open Molecules 2025 dataset
Level of theory: ωB97M-V/def2-TZVPD

XYZ file:
```
74
Properties=species:S:1:pos:R:3:forces:R:3:mulliken_charge:R:1
Zn 0.3350 0.7255 0.3127 0.0 0.1 0.5 1.054
C -0.7667 -2.6981 -1.1288 0.0 0.0 0.0 -1.345
As -1.1888 -1.2126 0.0467 0.1 0.0 -0.1 0.616
C -1.7464 -2.1520 1.6428 0.1 0.1 0.0 -1.139
C -2.9489 -0.5905 -0.5425 0.0 0.0 0.0 -1.286
C -3.0855 0.2996 -1.7942 0.0 0.0 0.0 2.713
C -2.2156 -0.1942 -2.9470 0.0 0.0 0.0 -1.438
C -2.7346 1.7674 -1.4717 0.0 0.0 0.0 -1.893
As -0.8611 2.2755 -1.2250 0.1 0.0 0.0 0.312
C -1.1011 4.0953 -0.6047 0.0 0.0 0.0 -1.289
C -0.1669 2.5473 -3.0132 0.0 0.0 0.0 -1.296
C -4.5819 0.3133 -2.1843 0.0 0.0 0.0 -2.045
As -5.6258 -1.1948 -2.9688 0.0 0.0 0.0 0.332
C -4.9330 -1.1615 -4.8051 0.0 0.0 0.0 -1.114
C -4.7277 -2.8515 -2.4021 0.0 0.0 0.0 -1.032
H -1.6406 -3.3346 -1.2599 0.0 0.0 0.0 0.389
H 0.0321 -3.2763 -0.6668 0.0 0.0 0.0 0.498
H -0.4198 -2.3374 -2.0927 0.0 0.0 0.0 0.368
H -2.5905 -2.7991 1.4105 0.0 0.0 0.0 0.476
H -2.0235 -1.4247 2.4035 0.0 0.0 0.0 0.366
H -0.9122 -2.7442 2.0084 0.0 0.0 0.0 0.189
H -3.3721 -0.0696 0.3216 0.0 0.0 0.0 0.499
H -3.5349 -1.4981 -0.6729 0.0 0.0 0.0 0.215
H -1.1521 -0.1485 -2.6940 0.0 0.0 0.0 -0.186
H -2.3713 0.4198 -3.8370 0.0 0.0 0.0 0.417
H -2.4474 -1.2249 -3.2074 0.0 0.0 0.0 0.163
H -3.2508 2.0794 -0.5597 0.0 0.0 0.0 0.473
H -3.0982 2.4144 -2.2744 0.0 0.0 0.0 0.641
H -1.7266 4.6491 -1.3028 0.0 0.0 0.0 0.429
H -0.1288 4.5765 -0.5242 0.0 0.0 0.0 0.424
H -1.5686 4.0859 0.3786 0.0 0.0 0.0 0.392
H -0.9323 2.9672 -3.6637 0.0 0.0 0.0 0.422
H 0.2016 1.6071 -3.4135 0.0 0.0 0.0 0.337
H 0.6696 3.2406 -2.9429 0.0 0.0 0.0 0.462
H -4.7438 1.0977 -2.9315 0.0 0.0 0.0 0.569
H -5.1589 0.6226 -1.3084 0.0 0.0 0.0 0.452
H -5.0807 -0.1656 -5.2230 0.0 0.0 0.0 0.328
H -5.5222 -1.8620 -5.3958 0.0 0.0 0.0 0.392
H -3.8827 -1.4332 -4.8824 0.0 0.0 0.0 0.300
H -4.9374 -3.0643 -1.3543 0.0 0.0 0.0 0.313
H -3.6529 -2.8611 -2.5763 0.0 0.0 0.0 0.170
H -5.1778 -3.6485 -2.9948 0.0 0.0 0.0 0.441
C 2.5379 1.4213 6.3895 0.0 0.0 0.0 -1.468
C 1.9600 0.6325 5.2667 0.1 0.0 0.0 0.742
C 2.2876 -0.6577 4.9572 0.0 0.0 0.0 -1.006
C 1.7417 -1.2166 3.7950 0.0 0.0 -0.1 0.982
N 0.8704 -0.5674 3.0284 0.0 0.0 0.1 0.180
C 0.5316 0.6767 3.3566 0.0 0.1 -0.2 -0.129
S -0.5461 1.6291 2.4265 0.1 -0.1 -0.1 -0.630
N 1.0761 1.2543 4.4598 0.0 0.0 0.1 0.113
C 2.1661 -2.5701 3.3288 0.0 0.0 0.0 -1.275
H 3.1265 0.7836 7.0429 0.0 0.0 0.0 0.385
H 1.7552 1.9034 6.9766 0.0 0.0 0.0 0.389
H 3.1900 2.1961 5.9808 0.0 0.0 0.0 0.351
H 2.9901 -1.2058 5.5667 0.0 0.0 0.0 0.421
H 0.8419 2.2247 4.6232 0.0 0.0 0.0 0.302
H 2.6510 -3.1406 4.1180 0.0 0.0 0.0 0.440
H 2.8790 -2.4408 2.5097 0.0 0.0 0.0 0.250
H 1.3131 -3.1248 2.9444 0.0 0.0 0.0 0.204
O 3.3744 1.1616 2.4779 -0.1 -0.1 -0.1 -0.651
C 3.3991 0.8639 1.2987 0.0 0.1 0.2 -0.161
N 2.3094 0.6764 0.4712 0.0 0.0 -0.4 0.374
C 2.7421 0.3707 -0.8003 -0.3 -0.1 -0.1 0.364
O 1.9530 0.1876 -1.7232 0.2 0.0 0.1 -0.670
C 4.2294 0.3127 -0.8121 0.0 0.1 0.1 0.148
C 5.1351 0.0331 -1.8131 0.0 0.0 0.0 -0.485
C 6.4857 0.0760 -1.4745 0.0 0.0 0.0 -0.497
C 6.8945 0.3907 -0.1810 0.0 0.0 0.0 -0.539
C 5.9681 0.6728 0.8212 0.0 0.0 0.0 -0.334
C 4.6350 0.6237 0.4768 0.0 0.0 0.0 0.275
H 4.8096 -0.2062 -2.8168 0.0 0.0 0.0 0.504
H 7.2327 -0.1362 -2.2281 0.0 0.0 0.0 0.422
H 7.9523 0.4175 0.0461 0.0 0.0 0.0 0.402
H 6.2792 0.9208 1.8275 0.0 0.0 0.0 0.507
```
Forces are in eV/Å.

Kohn-Sham gap ... 7.9 eV
E ... -10175.52166 hartree
Net charge ... +1
Maximum force ... 0.522 eV Å⁻¹
Lowest unoccupied orbital energy ... -2.71 eV



[5]
Formula: C4H11N2
Source: the Open Molecules 2025 dataset
Level of theory: ωB97M-V/def2-TZVPD

XYZ file:
```
17
Properties=species:S:1:pos:R:3:forces:R:3:mulliken_charge:R:1
C 1.3138 -1.6080 -0.5748 -0.5 0.0 1.4 -1.104
C -0.1953 -1.5223 -0.8539 1.1 0.5 -1.3 -0.515
C -0.6735 -0.0740 -0.9911 -0.5 -1.1 0.6 -0.476
N -0.5969 0.5469 0.3471 0.6 1.1 0.3 -0.220
C -0.0152 1.6626 0.7324 -0.9 -0.1 -0.2 0.251
N -0.4137 2.2491 1.8495 0.3 -0.1 -0.2 -0.340
H 1.5173 -1.2422 0.4364 0.0 -0.1 0.1 0.296
H 1.6273 -2.6497 -0.5782 0.3 0.1 -0.3 0.345
H 1.9353 -0.9682 -1.2024 -0.2 -0.3 -0.5 0.320
H -0.8628 -2.0367 -0.1573 0.4 0.0 0.2 0.366
H -0.3304 -2.0215 -1.8116 -0.4 0.1 -0.2 0.336
H -1.7242 -0.1638 -1.2749 -0.1 0.6 0.1 0.249
H -0.1760 0.5514 -1.7260 0.3 -0.1 0.1 0.372
H -0.9815 0.0754 1.1536 -0.7 -0.5 -0.4 0.262
H 0.7488 2.1802 0.1617 0.0 -0.3 -0.3 0.359
H 0.1458 2.9901 2.2363 -0.2 0.2 0.2 0.259
H -1.3188 2.0305 2.2531 0.4 0.0 0.2 0.242
```
Forces are in eV/Å.

Kohn-Sham gap ... 11.1 eV
E ... -268.27757 hartree
SMILES ... CCC/[NH+]=C/N
Net charge ... +1
Maximum force ... 1.753 eV Å⁻¹
Lowest unoccupied orbital energy ... -3.90 eV



[6]
Formula: C30H38MgN4O
Source: the Open Molecules 2025 dataset
Level of theory: ωB97M-V/def2-TZVPD

XYZ file:
```
74
Properties=species:S:1:pos:R:3:forces:R:3:mulliken_charge:R:1
Mg -0.7245 -0.3082 0.2966 -0.3 1.1 0.5 0.961
N -4.0704 0.9276 2.2595 -0.1 0.0 1.3 -0.472
N -0.6915 2.2199 -0.3677 0.7 -0.4 0.8 0.296
C -0.3259 -2.1236 -1.0003 -0.8 -0.4 0.3 0.194
C -1.5480 -1.5018 -1.4282 -0.3 -0.9 0.8 0.927
C -2.5135 -1.6884 -0.3856 0.7 -0.9 -0.5 0.335
C -3.9154 -1.1985 -0.3366 -0.5 -0.2 0.2 -1.174
H -4.2074 -0.7443 -1.2869 -0.1 0.0 0.1 0.305
H -4.0431 -0.4421 0.4580 -0.1 -0.4 -0.4 0.267
H -4.6113 -2.0216 -0.1156 0.0 -0.1 -0.2 0.405
C -1.8965 -2.4287 0.6639 0.3 0.4 -1.1 0.375
C -2.5881 -2.8848 1.8972 -0.1 -0.1 0.4 -1.483
H -3.0758 -3.8591 1.7355 0.0 0.1 0.1 0.261
H -3.3682 -2.1742 2.2040 0.1 -0.1 0.0 0.266
H -1.8822 -3.0034 2.7288 -0.2 0.0 0.0 0.532
C -0.5551 -2.7111 0.2796 -0.5 0.4 -0.7 1.277
C 0.4002 -3.5716 1.0172 0.3 -0.1 0.3 -2.131
H 0.2838 -3.4619 2.1028 0.1 -0.1 -0.1 0.369
H 1.4366 -3.3270 0.7559 -0.1 -0.1 0.2 0.318
H 0.2384 -4.6323 0.7700 0.1 0.1 0.1 0.344
C -1.7713 -0.8927 -2.7675 0.0 0.1 -0.2 -1.390
H -2.0304 -1.6674 -3.5079 0.0 0.2 0.0 0.330
H -0.8626 -0.3900 -3.1271 -0.2 0.0 0.0 0.010
H -2.5847 -0.1597 -2.7408 0.1 0.0 -0.1 0.398
C 0.9194 -2.2323 -1.8088 0.3 0.0 -0.1 -1.148
H 1.8027 -2.3394 -1.1651 -0.1 0.0 -0.2 0.199
H 1.0709 -1.3337 -2.4220 0.1 -0.2 0.1 0.085
H 0.8812 -3.1023 -2.4835 0.1 0.1 0.0 0.291
C -4.3764 1.1740 3.5433 1.1 0.9 0.1 -0.249
H -5.2198 0.6373 3.9683 -0.2 0.0 -0.1 0.355
C -3.6639 2.0692 4.3560 -0.5 -0.5 -0.3 -0.450
H -3.9733 2.2316 5.3775 0.0 0.0 0.1 0.384
C -2.5624 2.7469 3.8118 0.3 -0.2 -0.9 -0.590
H -2.0133 3.4978 4.3576 0.0 0.1 0.4 0.325
C -2.1420 2.4437 2.5360 -0.9 -0.9 -0.9 -0.314
H -1.3083 2.9030 1.9783 -0.4 -0.2 0.7 0.229
C -2.9246 1.4697 1.7466 -0.2 1.2 1.4 0.494
C -2.5717 1.0405 0.4729 0.6 0.0 -0.3 -0.399
H -3.0483 1.6086 -0.3250 0.0 -0.4 -0.3 0.375
C 0.3561 1.4129 -0.5571 -0.4 -0.1 -0.3 -1.877
C -0.5113 3.4142 -0.9329 3.4 -0.9 -1.6 -1.340
H -1.2231 4.1619 -0.7899 -0.9 1.4 -0.1 0.545
C 0.7249 3.3905 -1.5982 -1.4 -0.8 1.6 -0.741
H 1.1883 4.1647 -2.1436 0.7 0.5 -0.4 0.779
N 1.2848 2.1077 -1.3189 -1.1 1.7 -0.5 0.978
C 2.4150 1.5004 -1.9434 -1.2 -0.1 0.3 -0.301
C 2.4748 1.4678 -3.3392 0.9 -0.7 0.3 1.481
C 3.5092 0.7107 -3.9169 -0.2 0.4 0.5 -1.299
H 3.6121 0.6849 -4.9957 0.0 0.0 -0.1 0.203
C 4.4154 0.0036 -3.1267 0.1 0.0 0.1 1.412
C 5.5843 -0.7060 -3.7678 0.1 0.0 0.0 -1.498
H 5.8557 -1.6176 -3.2212 -0.1 0.2 -0.1 0.365
H 6.4742 -0.0588 -3.7837 -0.2 -0.1 0.0 0.316
H 5.3542 -0.9704 -4.8064 0.1 0.0 0.2 0.338
C 4.2652 0.0028 -1.7377 -0.3 0.5 -0.2 -1.500
H 4.9603 -0.5559 -1.1177 -0.1 0.0 0.0 0.035
C 3.2496 0.7491 -1.1213 0.6 -0.2 -0.6 1.593
C 3.0889 0.7583 0.3587 0.5 -0.4 0.7 -1.347
H 3.0396 1.7792 0.7553 -0.1 -0.2 -0.1 0.206
H 3.9588 0.2596 0.8060 -0.1 0.1 0.0 0.602
H 2.1962 0.2224 0.7093 0.3 0.3 -0.2 -0.325
C 1.4107 2.1094 -4.1570 -0.2 0.2 -0.7 -1.610
H 1.3191 3.1778 -3.9426 -0.1 -0.3 -0.2 0.338
H 0.4287 1.6397 -3.9910 0.3 0.2 0.2 0.203
H 1.6423 1.9891 -5.2191 0.0 0.0 0.0 0.400
C 1.3848 -0.2181 4.1768 0.4 -0.1 -0.5 -3.135
C 0.1941 -0.3541 3.2614 -1.4 0.4 3.5 -0.376
N -1.0092 -0.3466 3.9407 0.0 -1.1 -5.1 0.033
O 0.2904 -0.4731 2.0657 0.0 -0.1 -1.5 1.433
H 1.3369 0.7158 4.7515 0.0 -0.2 -0.1 0.534
H 2.2825 -0.2167 3.5452 -0.1 0.0 0.4 -0.395
H 1.4323 -1.0593 4.8798 0.0 0.1 -0.1 0.668
H -1.8714 -0.4735 3.3572 1.1 0.4 1.0 -0.046
H -1.0776 -0.1421 4.8717 -0.1 0.6 2.6 0.222
```
Forces are in eV/Å.

Kohn-Sham gap (alpha / beta) ... 1.6 / 4.0 eV
E ... -1660.19099 hartree
Net charge ... -2
Maximum force ... 5.185 eV Å⁻¹
Lowest unoccupied orbital energy (alpha / beta) ... 4.32 / 4.24 eV